P) The following is a DFT calculation (ωB97M-V/def2-TZVPD) of a single C2H4N2OS molecule.

SMILES string = [H]/N=C\NSC=O
LUMO energy = 0.6 eV
HOMO level = -9.3284 eV

Structure (XYZ):
```
10
C2H4N2OS (ωB97M-V/def2-TZVPD)
H 1.9834 -1.2598 -1.0525
N 2.0762 -0.0771 -0.8472
C 1.4594 0.5726 0.1292
N 0.4095 -0.1721 0.7692
S -0.5689 -1.2590 -0.0105
C -1.8580 -0.0463 -0.4472
O -1.7388 1.0783 -0.2718
H 1.4585 1.6105 0.7868
H -0.2214 -0.0354 1.6125
H -2.9999 -0.4117 -0.6685
```

These are the natural (NBO) partial charges, in e, on atoms 1 to 4: 0.393 -0.707 0.266 -0.840

=====

Q) The following is a DFT calculation (ωB97M-V/def2-TZVPD) of a molecular structure, C2H4N2OS.

LUMO energy (alpha / beta) = -1.2 / -1.2 eV
HOMO level (alpha / beta) = -9.1858 / -9.1824 eV

Structure (XYZ):
```
10
C2H4N2OS (ωB97M-V/def2-TZVPD)
C -0.8493 0.6890 2.3445
C -0.3220 0.9936 -1.2655
N -0.8948 1.4744 3.2444
N -0.5093 -0.0814 1.4908
O -2.2985 -0.6674 -1.0821
S -1.7941 0.4705 -0.3571
H -0.7344 1.8148 -1.9444
H -0.0597 0.1316 -1.6385
H 0.5332 1.4487 -0.6689
H -1.4934 1.4280 4.0512
```

These are the natural (NBO) partial charges, in e, on atoms 1 to 4: 0.524 -0.821 -0.721 -0.633

=====

R) The following is a DFT calculation (ωB97M-V/def2-TZVPD) of a single C2H4N2OS molecule.

SMILES string = [H]/N=C\NOC=S
LUMO energy = -0.3 eV
HOMO level = -9.4912 eV

Structure (XYZ):
```
10
C2H4N2OS (ωB97M-V/def2-TZVPD)
H 1.0233 1.5061 -0.5824
N 1.9151 1.3857 -0.0809
C 2.0780 0.1622 0.1984
N 1.3669 -0.9611 -0.0997
O 0.0630 -0.7616 -0.5526
C -0.8498 -0.3742 0.4022
S -2.2364 0.3288 -0.0044
H 2.9612 -0.1077 0.8018
H 1.4702 -1.7910 0.4836
H -0.5201 -0.4759 1.4493
```

These are the natural (NBO) partial charges, in e, on atoms 1 to 4: 0.337 -0.659 0.239 -0.331

=====

Q: Which of them is the least stable? A: P).

=====

P) The following is a DFT calculation (ωB97M-V/def2-TZVPD) of a single C10H16N2O2S molecule.

SMILES string = CCC1(CC)C(=O)N(C)C(=O)N=C1SC
LUMO energy = -0.1 eV
HOMO level = -9.3635 eV

Structure (XYZ):
```
31
C10H16N2O2S (ωB97M-V/def2-TZVPD)
C 2.4319 -0.1319 -2.1785
C 1.0912 -0.6863 -1.6922
C 0.5545 -0.2005 -0.3489
C 1.6594 -0.3224 0.7510
C 1.1992 -0.0231 2.2162
C 0.0892 1.2558 -0.4910
O 0.9393 2.1377 -0.4262
N -1.2353 1.6107 -0.6946
C -1.6272 3.0090 -0.6574
C -2.2093 0.6409 -0.5433
O -3.3972 0.9278 -0.6095
N -1.8874 -0.6267 -0.1005
C -0.6457 -0.9958 0.0393
S -0.4877 -2.6021 0.7524
C -2.0005 -2.7405 1.8228
H 3.1979 -0.3993 -1.4596
H 2.6278 -0.6264 -3.1310
H 2.4797 0.9669 -2.3526
H 0.3301 -0.4426 -2.4448
H 1.1675 -1.7586 -1.6752
H 2.0760 -1.3247 0.7510
H 2.4972 0.3863 0.5728
H 0.6780 -0.8827 2.6375
H 2.0706 0.1936 2.8371
H 0.5299 0.8383 2.2709
H -0.8337 3.7302 -0.9455
H -2.4437 3.1517 -1.3666
H -1.9579 3.2238 0.3599
H -2.1803 -1.8208 2.3923
H -2.8695 -2.9449 1.1865
H -1.8440 -3.5432 2.5274
```

These are the natural (NBO) partial charges, in e, on atoms 1 to 4: -0.608 -0.369 -0.252 -0.389

=====

Q) The following is a DFT calculation (ωB97M-V/def2-TZVPD) of a single C10H16N2O2S molecule.

SMILES string = CN(C)[C@H](NS(C)(=O)=O)c1ccccc1
LUMO energy = 0.7 eV
HOMO level = -8.4970 eV

Structure (XYZ):
```
31
C10H16N2O2S (ωB97M-V/def2-TZVPD)
C -3.4950 0.4602 1.7493
N -2.1437 -0.0789 1.7693
C -1.8412 -1.0580 2.8328
C -1.1090 0.7096 1.1574
N -1.1642 0.6988 -0.2541
S -0.3466 1.5496 -1.5257
C -0.6332 3.2431 -1.1692
O -1.0936 1.1185 -2.6890
O 1.0861 1.4130 -1.5097
C 0.3052 0.4661 1.6726
C 0.8648 -0.8140 1.4311
C 2.2013 -1.1279 1.8085
C 3.0276 -0.1350 2.3312
C 2.5159 1.1301 2.5238
C 1.1520 1.4612 2.1937
H -4.1862 -0.2230 2.2368
H -3.5544 1.3939 2.3469
H -3.9328 0.6773 0.7531
H -2.7619 -1.2353 3.3802
H -1.4697 -2.0552 2.4346
H -1.1083 -0.6232 3.5082
H -1.4648 1.7362 1.0029
H -1.7466 -0.0150 -0.5826
H -0.0853 3.7804 -1.9757
H -1.6921 3.5203 -1.2231
H -0.2578 3.4719 -0.1619
H 0.2555 -1.6061 0.9838
H 2.5809 -2.1406 1.6383
H 4.0645 -0.3575 2.5672
H 3.1595 1.9181 2.9438
H 0.7680 2.4382 2.4510
```

These are the natural (NBO) partial charges, in e, on atoms 1 to 4: -0.405 -0.474 -0.397 0.068

=====

Q: Which of them is the least stable? A: Q).

=====

P) The following is a DFT calculation (ωB97M-V/def2-TZVPD) of a molecular structure, C29H33CdCl5N6OS.

LUMO energy = -0.2 eV
HOMO level = -6.8192 eV

Structure (XYZ):
```
76
C29H33CdCl5N6OS (ωB97M-V/def2-TZVPD)
Cd -0.5954 1.8113 0.2482
Cl 2.1038 0.5209 0.8319
C 1.9924 1.7474 1.8688
C 1.0150 2.7702 1.7885
C 0.8026 3.6633 2.8020
Cl -0.5795 4.7251 2.6990
C 1.6298 3.7404 3.9375
Cl 1.3687 4.8703 5.1983
C 2.6842 2.8419 3.9938
Cl 3.8130 2.8155 5.2899
C 2.8022 1.9812 2.9276
Cl 4.2442 0.5672 2.9301
C 0.1381 -2.3774 -0.6953
C -0.7790 -1.7157 -1.6775
C -1.1752 -2.5550 -2.7589
C -2.0145 -2.0842 -3.7055
C -2.5161 -0.7705 -3.5731
C -3.4044 -0.2671 -4.5459
C -3.9421 0.9753 -4.3871
C -3.6291 1.7107 -3.2393
C -2.7711 1.2509 -2.2564
S -2.6802 2.2915 -0.8507
C -2.1320 -0.0170 -2.4316
N -1.2117 -0.4881 -1.5085
H 0.7444 -3.1302 -1.1966
H -0.4587 -2.8978 0.0616
H 0.7873 -1.6761 -0.1792
H -0.8038 -3.5702 -2.7924
H -2.3334 -2.6964 -4.5410
H -3.6576 -0.8956 -5.3908
H -4.6200 1.3869 -5.1236
H -4.0889 2.6778 -3.0818
C 4.6956 -0.2972 0.0496
C 3.5540 0.0693 0.8745
N 1.8624 1.0664 -0.4868
C 1.9982 1.3998 -1.7562
N 1.0709 2.0562 -2.3245
C 1.2332 2.2501 -3.7710
C 2.2661 1.2836 -4.3710
C 3.5548 1.3482 -3.5530
N 3.3015 0.9563 -2.1578
C 4.0250 -0.2793 -1.5434
H 5.1176 -1.2709 0.3033
H 5.5179 0.4296 0.0672
H 1.9074 -0.1945 1.9255
H 1.6591 -0.8225 0.4675
H 0.8405 0.4712 1.0703
H 1.5267 3.2888 -3.9528
H 0.2525 2.1038 -4.2271
H 2.4720 1.5556 -5.4082
H 1.8711 0.2638 -4.3507
H 3.8946 2.3899 -3.5564
H 4.3520 0.7236 -3.9573
H 4.8888 -0.4020 -2.1891
H 3.3664 -1.1410 -1.6292
C -3.3663 -0.2959 1.0595
N -2.7935 -1.1287 2.1007
C -3.6964 -2.1151 2.6732
C -3.3427 -2.3701 4.1161
C -1.8899 -2.7766 4.1646
N -1.0613 -1.7720 3.5108
C 0.2843 -1.7038 4.0304
C -1.5134 -0.9385 2.5229
O -0.8140 -0.0505 1.9893
H -4.2236 0.2579 1.4497
H -3.6945 -0.9140 0.2200
H -2.6366 0.4151 0.6918
H -3.6392 -3.0502 2.1026
H -4.7128 -1.7315 2.5827
H -3.9797 -3.1471 4.5381
H -3.4814 -1.4543 4.6956
H -1.7463 -3.7517 3.6836
H -1.5517 -2.8657 5.1981
H 0.2764 -1.3830 5.0760
H 0.8611 -0.9939 3.4596
H 0.7601 -2.6856 3.9693
```

These are the Löwdin partial charges, in e, on atoms 1 to 4: 1.248 0.573 -0.508 -0.144

=====

Q) The following is a DFT calculation (ωB97M-V/def2-TZVPD) of a molecular structure, C29H33CdCl5N6OS.

LUMO energy = 0.4 eV
HOMO level = -6.9000 eV

Structure (XYZ):
```
76
C29H33CdCl5N6OS (ωB97M-V/def2-TZVPD)
Cd 0.1815 0.1581 -0.0297
Cl -1.8180 0.3989 -2.8553
C -2.5638 1.0238 -1.4231
C -1.8227 1.0167 -0.2486
C -2.4257 1.5858 0.8676
Cl -1.5307 1.5851 2.3530
C -3.7096 2.1204 0.8432
Cl -4.4141 2.7953 2.2625
C -4.4289 2.0903 -0.3498
Cl -6.0174 2.7493 -0.4119
C -3.8548 1.5378 -1.4933
Cl -4.7453 1.4976 -2.9675
C 2.0875 -2.7161 -0.6985
C 2.9096 -1.5487 -1.1637
C 4.1364 -1.7985 -1.8183
C 4.8438 -0.7542 -2.3293
C 4.3826 0.5672 -2.1439
C 5.0745 1.6740 -2.6697
C 4.6248 2.9376 -2.3965
C 3.5137 3.1325 -1.5693
C 2.7968 2.0774 -1.0305
S 1.4848 2.4067 0.0586
C 3.2011 0.7463 -1.3723
N 2.4710 -0.3257 -0.9483
H 2.0988 -3.5113 -1.4453
H 1.0610 -2.4176 -0.5068
H 2.5172 -3.1211 0.2225
H 4.4807 -2.8187 -1.9263
H 5.7655 -0.9161 -2.8763
H 5.9554 1.5101 -3.2781
H 5.1437 3.7950 -2.8067
H 3.2001 4.1400 -1.3299
C 4.4152 -0.7545 3.2417
C 3.6274 0.5234 3.0268
N 2.3567 0.1934 2.4219
C 1.7215 -0.9939 2.5649
N 0.6422 -1.2605 1.8640
C 0.0526 -2.5663 2.0997
C 0.0237 -2.8774 3.5879
C 1.4591 -2.9373 4.0702
N 2.2595 -1.8854 3.4622
C 3.5583 -1.6813 4.0800
H 5.3620 -0.5564 3.7426
H 4.6178 -1.2197 2.2733
H 4.1555 1.2055 2.3602
H 3.4854 1.0360 3.9854
H 2.0053 0.8408 1.7199
H 0.6274 -3.3525 1.5872
H -0.9507 -2.5699 1.6868
H -0.4725 -3.8289 3.7833
H -0.5233 -2.0860 4.1044
H 1.8987 -3.9105 3.8235
H 1.5041 -2.8243 5.1591
H 4.0367 -2.6602 4.1817
H 3.4430 -1.2726 5.0930
C -0.7723 -4.0408 -2.6255
N -1.7398 -4.0885 -1.5463
C -2.6575 -5.2103 -1.5599
C -3.2999 -5.3638 -0.1961
C -3.9606 -4.0497 0.1708
N -3.0058 -2.9613 0.0724
C -3.3687 -1.7229 0.7384
C -1.9143 -2.9841 -0.7534
O -1.1157 -2.0446 -0.8062
H -0.0670 -4.8715 -2.5441
H -0.2347 -3.0996 -2.5743
H -1.2815 -4.1073 -3.5914
H -2.0881 -6.1058 -1.8176
H -3.4294 -5.0741 -2.3290
H -2.5295 -5.6008 0.5412
H -4.0326 -6.1699 -0.2052
H -4.3242 -4.0819 1.2002
H -4.8291 -3.8700 -0.4758
H -3.7561 -1.9436 1.7346
H -4.1323 -1.1757 0.1758
H -2.4948 -1.0871 0.8273
```

These are the Löwdin partial charges, in e, on atoms 1 to 4: 1.259 0.651 -0.747 -0.355

=====

Q: Which of them is the least stable? A: P).

=====

P) The following is a DFT calculation (ωB97M-V/def2-TZVPD) of 3 unconnected molecules or ions with the total composition C2H9NO3.

SMILES string = CC(N)=O.O.O
LUMO energy = 0.4 eV
HOMO level = -10.0186 eV

Structure (XYZ):
```
15
C2H9NO3 (ωB97M-V/def2-TZVPD)
C 1.9888 1.6782 0.4708
C 0.5798 1.1369 0.1414
N 0.6762 0.2040 -0.8479
O -0.4463 1.6303 0.6961
H 2.7079 0.8314 0.2367
H 1.9039 1.7458 1.5652
H 2.2464 2.7094 -0.0370
H -0.1226 -0.4301 -0.9280
H 1.6159 -0.4785 -0.7362
O -2.2095 -0.0336 -0.7999
H -2.1328 0.8465 -0.3973
H -3.1918 -0.0370 -0.6443
O -1.3248 -3.4992 0.1548
H -1.8833 -3.2071 0.8729
H -0.4080 -3.0971 0.2527
```

These are the natural (NBO) partial charges, in e, on atoms 1 to 4: -0.713 0.677 -0.814 -0.640

=====

Q) The following is a DFT calculation (ωB97M-V/def2-TZVPD) of a molecular structure, C2H9NO3.

LUMO energy = -0.5 eV
HOMO level = -9.1648 eV

Structure (XYZ):
```
15
C2H9NO3 (ωB97M-V/def2-TZVPD)
C -1.3625 1.1428 1.2261
O -0.3765 2.0518 0.8709
O -2.1524 0.7220 0.1680
H -1.5517 0.2810 -0.4588
H 0.1970 1.5918 0.2325
H -2.0109 1.6188 1.9637
H -0.7919 0.1922 1.5819
C 1.2219 -0.7415 -1.5950
N 0.4370 -1.0784 0.8950
O 0.3821 -0.1808 -0.6297
H 1.4531 -1.0099 0.9487
H 0.2161 -1.9602 0.4333
H 1.1311 -0.1246 -2.4954
H 2.2770 -0.7357 -1.2847
H 0.9307 -1.7693 -1.8564
```

These are the natural (NBO) partial charges, in e, on atoms 1 to 4: 0.195 -0.740 -0.738 0.474

=====

Q: Which of them is the least stable? A: Q).

=====

P) The following is a DFT calculation (ωB97M-V/def2-TZVPD) of a single CH3INOP molecule.

SMILES string = O=C(I)NP
LUMO energy = -0.8 eV
HOMO level = -9.4280 eV

Structure (XYZ):
```
8
CH3INOP (ωB97M-V/def2-TZVPD)
O 0.0783 -2.8772 -1.7783
C 0.8970 -2.3464 -1.1447
I 2.7459 -3.3707 -0.5237
N 0.6627 -0.8842 -0.2075
P -0.6080 0.0302 -0.7396
H 1.0068 -0.7029 0.7192
H -1.6420 -0.9979 -0.8211
H -0.0869 -0.0464 -2.0754
```

These are the natural (NBO) partial charges, in e, on atoms 1 to 4: -0.497 0.606 0.072 -1.045

=====

Q) The following is a DFT calculation (ωB97M-V/def2-TZVPD) of 2 unconnected molecules or ions with the total composition CH3INOP.

SMILES string = O=C=NP.I
LUMO energy = 0.4 eV
HOMO level = -9.7711 eV

Structure (XYZ):
```
8
CH3INOP (ωB97M-V/def2-TZVPD)
O 1.3002 -1.4966 0.0128
C 0.3134 -0.9337 0.0766
N -0.6473 -0.2738 -0.0110
P -2.2535 0.0424 0.2860
H -2.6062 -0.7851 -0.7729
H -2.4641 1.1719 -0.6346
I 3.5194 1.6084 -0.0393
H 2.8381 0.6664 1.0824
```

These are the natural (NBO) partial charges, in e, on atoms 1 to 4: -0.511 0.868 -0.847 0.566

=====

Q: Which of them is the least stable? A: P).

=====

P) The following is a DFT calculation (ωB97M-V/def2-TZVPD) of a single C5H4N2O molecule.

SMILES string = [H]/N=C1\N=CC=C1C=O
LUMO energy = -1.7 eV
HOMO level = -9.7344 eV

Structure (XYZ):
```
12
C5H4N2O (ωB97M-V/def2-TZVPD)
H -2.3706 -1.7958 0.2413
N -1.4739 -1.4511 0.6571
C -0.9029 -0.5563 -0.0256
N -1.2597 0.1107 -1.2928
C -0.3095 1.0342 -1.5425
C 0.6681 1.0170 -0.5552
C 0.4026 0.0168 0.3054
C 1.2074 -0.4246 1.5000
O 0.9460 -1.3198 2.2658
H -0.5750 1.5741 -2.4341
H 1.5242 1.6406 -0.6952
H 2.1434 0.1542 1.5758
```

These are the natural (NBO) partial charges, in e, on atoms 1 to 4: 0.360 -0.475 0.335 -0.419

=====

Q) The following is a DFT calculation (ωB97M-V/def2-TZVPD) of a single C5H4N2O molecule.

LUMO energy (alpha / beta) = -0.2 / 0.4 eV
HOMO level (alpha / beta) = -7.6782 / -7.9647 eV

Structure (XYZ):
```
12
C5H4N2O (ωB97M-V/def2-TZVPD)
C 1.1683 1.2834 0.0740
C 1.9674 0.0782 -0.0911
C -0.1516 1.1829 -0.0058
C -1.1520 -1.2720 0.0787
C -1.9817 -0.1300 0.0882
N 1.3692 -1.0921 -0.0219
N 0.1183 -1.1956 -0.1864
O -1.4138 1.0712 -0.1491
H 1.5161 2.2575 0.4163
H 3.0762 0.2291 -0.0928
H -1.5158 -2.3268 -0.0054
H -3.0007 -0.0859 -0.1048
```

These are the natural (NBO) partial charges, in e, on atoms 1 to 4: -0.452 -0.028 0.456 -0.071

=====

R) The following is a DFT calculation (ωB97M-V/def2-TZVPD) of a molecular structure, C5H4N2O.

LUMO energy = 0.4 eV
HOMO level = -9.4929 eV

Structure (XYZ):
```
12
C5H4N2O (ωB97M-V/def2-TZVPD)
C 0.7183 -1.8578 0.2676
C -0.6870 -0.4085 0.1944
C -1.4727 0.7876 0.2196
C -0.5643 1.6532 -0.1767
C 0.6951 -0.4171 -0.1163
H 1.2624 -2.1434 1.1695
H 0.9487 -2.6057 -0.4218
H -2.5273 1.0443 0.7880
H -0.9489 2.7197 -0.3322
N 0.8055 1.7622 -0.6120
N 1.4567 0.6170 -0.3608
O -0.8384 -1.7767 0.4093
```

These are the natural (NBO) partial charges, in e, on atoms 1 to 4: -0.068 0.337 -0.296 -0.028

=====

Q: Which of them is the least stable? A: Q).